61
Properties=species:S:1:pos:R:3:forces:R:3 method="wB97M-V/def2-TZVPD" gap_ev=8.214 total_energy_ev=-38384.3438 charge=0 e_homo_ha=-0.294 de_lowest_ev=1.402 max_force_ev_per_a=0.9 smiles="COc1cccc2c1cc1c(=O)n(CC(=O)NCCCN3CCN(C)CC3)nc(C)n12"
C 2.541183 2.367444 -3.848254 0.2 0.2 -0.1
O 1.767514 1.327009 -3.302507 -0.4 -0.3 0.2
C 0.437390 1.530038 -3.139630 -0.2 0.1 0.0
C -0.261288 2.665950 -3.498110 0.5 0.0 -0.1
C -1.635850 2.761845 -3.265358 -0.3 -0.2 0.2
C -2.360009 1.757753 -2.664885 -0.3 0.3 -0.1
C -1.671769 0.605272 -2.287923 0.6 0.4 -0.3
C -0.282571 0.480398 -2.535292 -0.3 0.0 0.1
C 0.139524 -0.776585 -2.043262 -0.4 -0.4 0.2
C -0.965482 -1.376708 -1.503175 0.6 0.4 -0.4
C -1.072554 -2.614301 -0.762055 -0.2 -0.4 0.2
O -0.135784 -3.375136 -0.544420 0.1 0.1 -0.3
N -2.326652 -2.859695 -0.268443 0.7 0.1 -0.3
C -2.570569 -3.987588 0.610040 0.0 -0.2 0.4
C -2.099646 -3.646687 2.039713 -0.1 -0.4 -0.5
O -2.876069 -3.386047 2.932526 -0.3 0.2 0.2
N -0.761867 -3.672877 2.165306 0.6 -0.1 0.0
C -0.085773 -3.159247 3.335577 -0.1 0.3 0.3
C 0.343817 -1.699784 3.152829 0.2 -0.2 -0.2
C 1.436667 -1.549745 2.079509 -0.2 0.0 0.2
N 1.814624 -0.199823 1.726603 0.1 0.1 0.0
C 2.486999 0.566822 2.751974 0.2 0.1 -0.1
C 3.129467 1.787163 2.095451 -0.1 -0.1 0.3
N 2.114380 2.602257 1.451867 0.1 -0.1 0.0
C 2.681240 3.797535 0.870206 -0.1 0.0 0.1
C 1.402080 1.812895 0.463637 -0.3 -0.1 0.1
C 0.765342 0.604390 1.141041 0.0 0.2 -0.2
N -3.391129 -2.061252 -0.484412 -0.9 0.4 0.0
C -3.290054 -0.965595 -1.133779 -0.4 -0.3 0.2
C -4.530420 -0.161763 -1.315865 0.1 0.0 0.0
N -2.081489 -0.543575 -1.649955 0.5 -0.4 0.1
H 2.230223 2.606704 -4.870204 0.0 0.0 0.1
H 3.565277 1.998029 -3.861502 -0.1 0.1 0.0
H 2.488584 3.270364 -3.231207 0.0 0.0 0.0
H 0.238772 3.500302 -3.963018 0.1 0.0 0.0
H -2.143131 3.666543 -3.564996 -0.1 0.1 0.0
H -3.414897 1.884624 -2.500023 -0.1 0.0 0.0
H 1.130774 -1.178495 -2.065401 0.2 -0.1 0.1
H -2.028244 -4.855697 0.228814 -0.1 0.1 0.0
H -3.645213 -4.166671 0.622024 0.2 0.0 0.0
H -0.207237 -3.815476 1.327242 -0.3 0.0 0.1
H -0.788947 -3.234111 4.168640 0.2 -0.1 0.0
H 0.785443 -3.787478 3.539110 -0.1 0.0 0.1
H 0.711515 -1.319183 4.107210 0.0 0.1 0.1
H -0.534655 -1.116598 2.869692 -0.1 0.0 0.1
H 1.110517 -2.030887 1.153161 0.0 -0.1 0.0
H 2.342150 -2.062063 2.419548 0.0 -0.1 0.0
H 3.262168 -0.050914 3.210869 0.0 0.0 0.0
H 1.793898 0.912236 3.538327 0.1 0.0 0.0
H 3.629220 2.394114 2.854742 0.0 0.0 0.0
H 3.884274 1.440204 1.367278 0.0 0.0 0.0
H 3.419571 3.578901 0.080888 0.0 0.0 0.0
H 1.880014 4.397608 0.440029 0.0 0.1 0.0
H 3.170815 4.378092 1.651072 0.0 0.1 0.0
H 0.624803 2.435579 0.011457 0.0 0.0 0.0
H 2.076097 1.457410 -0.335371 0.0 0.0 0.0
H 0.233439 0.007676 0.399596 0.0 0.0 0.0
H 0.045736 0.967389 1.895641 0.0 0.0 -0.1
H -5.355722 -0.710161 -0.872014 0.0 0.0 0.0
H -4.730184 0.000451 -2.373469 0.0 0.1 -0.1
H -4.436311 0.801145 -0.817091 0.0 0.1 0.0

***

73
Properties=species:S:1:pos:R:3:forces:R:3 method="wB97M-V/def2-TZVPD" gap_ev="6.640 / 8.718" total_energy_ev=-158053.3797 multiplicity=5 charge=+1 e_homo_ha="-0.425 / -0.427" max_force_ev_per_a=0.6
Mn -0.709299 1.048393 0.923342 0.2 0.1 -0.4
N 1.257757 1.821892 0.792938 -0.1 0.0 0.0
C 1.754312 1.952004 -0.591574 0.0 -0.1 0.0
C 2.876752 2.995231 -0.731799 0.0 0.1 0.0
C 4.186891 2.510078 -1.379175 0.0 0.0 0.0
C 4.252649 2.756599 -2.884359 0.0 0.1 -0.1
N 3.113942 2.176549 -3.586191 0.2 -0.4 0.0
C 3.088243 1.047481 -4.267336 0.2 0.2 0.0
N 4.209442 0.431786 -4.671643 0.0 0.0 0.0
N 1.903663 0.493779 -4.546148 -0.1 0.0 0.1
C 0.519715 2.154246 -1.497485 -0.1 0.2 0.2
O 0.668197 2.624386 -2.630723 0.0 -0.3 -0.1
O -0.583461 1.776386 -0.998543 0.0 0.0 0.1
H 1.122410 2.751700 1.194948 0.0 0.0 0.0
H 1.934854 1.381704 1.409460 0.0 0.0 0.0
H 2.130894 0.963648 -0.877273 0.1 0.0 0.0
H 3.111974 3.359439 0.269550 0.0 0.0 0.0
H 2.493167 3.859315 -1.280858 0.0 0.0 0.0
H 4.355874 1.451396 -1.160490 0.0 0.0 0.0
H 5.020743 3.055399 -0.934987 0.0 0.0 0.0
H 5.188765 2.391701 -3.303848 0.0 0.0 0.1
H 4.229020 3.830270 -3.073841 0.0 0.0 0.0
H 2.187077 2.486304 -3.252456 -0.2 0.2 0.0
H 5.089227 0.914472 -4.641642 0.0 0.0 0.0
H 4.154257 -0.368892 -5.276392 0.0 0.0 0.0
H 1.063354 0.931810 -4.188849 0.0 0.0 -0.1
H 1.818697 -0.238433 -5.228093 0.0 0.0 0.0
O -3.114311 -1.236443 0.401280 0.0 -0.1 0.3
C -3.402355 -0.076738 0.617272 0.1 0.1 -0.6
O -2.504591 0.856151 0.863777 -0.2 0.0 0.3
C -4.799671 0.438857 0.516248 0.0 0.0 0.2
C -5.075878 1.800064 0.589404 0.0 0.0 0.0
C -6.380896 2.245819 0.467265 0.0 0.0 0.0
C -7.378915 1.308675 0.279207 0.0 0.0 0.0
C -7.132298 -0.050042 0.210333 0.0 0.0 0.0
C -5.824084 -0.483814 0.327944 0.0 0.0 0.0
N -8.776468 1.781874 0.140883 0.0 0.0 -0.2
O -9.632002 0.942664 -0.040125 0.0 0.0 0.1
O -8.966564 2.977854 0.194373 0.0 0.0 0.1
H -4.272686 2.506253 0.739313 0.0 0.0 0.0
H -6.632799 3.294286 0.515061 0.0 0.0 0.0
H -7.951820 -0.737445 0.065549 0.0 0.0 0.0
H -5.584279 -1.536260 0.274621 0.0 0.0 0.0
F -0.915937 2.292985 2.590491 0.0 0.1 0.0
Sb 0.009348 1.580745 4.203784 0.0 -0.2 -0.1
F -0.607818 2.987226 5.237544 0.0 0.0 0.0
F -1.503778 0.529902 4.502971 0.0 0.0 0.0
F 1.054583 0.675887 5.445591 0.0 0.1 0.1
F 0.505822 0.257625 2.850929 0.0 0.0 0.2
F 1.484233 2.576012 3.568914 0.0 0.0 0.0
C -0.756858 -2.407852 -0.957769 0.0 0.0 0.0
As -0.290501 -1.423343 0.633414 0.1 -0.2 0.0
C -0.860593 -2.512603 2.115882 0.0 0.0 0.0
C 1.678189 -1.602954 0.622540 0.0 0.0 0.0
C 2.135635 -2.987810 0.971475 0.0 0.0 0.0
C 2.313908 -3.956592 -0.012019 0.0 0.0 0.0
C 2.697913 -5.246026 0.328430 0.0 0.0 0.0
C 2.910809 -5.579216 1.657781 0.0 0.0 0.0
C 2.746565 -4.616076 2.644397 0.0 0.0 0.0
C 2.361652 -3.329379 2.303382 0.0 0.0 0.0
H -0.272981 -3.381707 -0.890277 0.0 0.0 0.0
H -0.402718 -1.876333 -1.839708 0.0 0.0 0.0
H -1.834846 -2.517861 -1.000559 0.0 0.0 0.0
H -0.491956 -3.524760 1.956761 0.0 0.0 0.0
H -1.945453 -2.497757 2.139836 0.0 0.0 0.0
H -0.456935 -2.108396 3.040315 0.0 0.0 0.0
H 2.070005 -0.880606 1.336852 0.0 0.0 0.0
H 1.997753 -1.322210 -0.383643 0.0 0.0 0.0
H 2.160588 -3.699098 -1.054602 0.0 0.0 0.0
H 2.835591 -5.989427 -0.445706 0.0 0.0 0.0
H 3.211198 -6.583473 1.924471 0.0 0.0 0.0
H 2.921007 -4.867264 3.682228 0.0 0.0 0.0
H 2.236111 -2.580010 3.077384 0.0 0.0 0.0

***

62
Properties=species:S:1:pos:R:3:forces:R:3 method="wB97M-V/def2-TZVPD" gap_ev=7.870 total_energy_ev=-124238.6872 charge=+1 e_homo_ha=-0.399 de_lowest_ev=0.380 max_force_ev_per_a=0.5
Pd -0.881064 0.068149 0.622165 -0.3 -0.3 0.3
Br 1.744176 1.286089 0.223278 0.1 0.0 -0.1
C 2.196493 0.770140 1.997094 0.0 0.0 0.0
C 3.441523 1.119211 2.428438 0.0 0.0 0.0
C 3.836938 0.812041 3.745200 0.0 0.0 0.0
C 2.967040 0.185588 4.585362 0.0 0.0 0.0
C 1.673873 -0.189192 4.147887 0.0 0.0 0.0
C 0.785225 -0.842015 5.038744 0.0 0.0 0.0
C -0.454749 -1.225251 4.631119 0.0 0.0 0.0
C -0.849726 -1.003262 3.292557 0.0 0.0 0.0
C -0.032402 -0.358187 2.401385 0.1 0.0 -0.1
C 1.259870 0.082866 2.813388 0.0 0.0 0.0
H 4.117325 1.643055 1.767282 0.0 0.0 0.0
H 4.825246 1.094035 4.081119 0.0 0.0 0.0
H 3.249917 -0.035371 5.606822 0.0 0.0 0.0
H 1.116429 -1.028141 6.052681 0.0 0.0 0.0
H -1.133273 -1.717797 5.314954 0.0 0.0 0.0
H -1.822995 -1.359972 2.977459 0.0 0.0 0.0
O -1.652284 2.059210 -1.635018 0.0 -0.2 -0.1
C -1.280645 2.997630 -0.689238 -0.2 0.2 0.1
O -1.271551 2.772851 0.476560 0.1 0.0 0.0
H -1.050003 3.938496 -1.189536 0.1 0.0 0.0
C -2.374382 -4.840878 0.870932 0.0 0.0 0.0
C -2.073873 -3.392640 0.582787 0.0 0.0 0.0
O -0.642023 -3.212532 0.634727 0.0 0.0 0.1
P 0.042948 -1.863283 0.167082 0.2 0.0 0.0
O 0.045132 -1.830218 -1.406587 0.0 0.0 0.0
C 0.607489 -2.917694 -2.203395 0.0 0.0 0.0
C -0.508552 -3.697236 -2.852759 0.0 0.0 0.0
O 1.545135 -2.141065 0.527500 0.0 0.0 0.0
C 2.014839 -2.855469 1.709956 0.0 0.0 0.0
C 2.428053 -4.254110 1.326064 0.0 0.0 0.0
H -3.451106 -5.008230 0.828099 0.0 0.0 0.0
H -2.021320 -5.117710 1.863596 0.0 0.0 0.0
H -1.896519 -5.488840 0.136548 0.0 0.0 0.0
H -2.519445 -2.732601 1.323895 0.0 0.0 0.0
H -2.427294 -3.094981 -0.406628 0.0 0.0 0.0
H 1.228848 -3.545514 -1.564810 0.0 0.0 0.0
H 1.246421 -2.432211 -2.937372 0.0 0.0 0.0
H -1.113799 -4.212660 -2.106170 0.0 0.0 0.0
H -0.088431 -4.447063 -3.523523 0.0 0.0 0.0
H -1.150874 -3.037146 -3.434834 0.0 0.0 0.0
H 1.232331 -2.854797 2.468096 0.0 0.0 0.0
H 2.855675 -2.269166 2.075549 0.0 0.0 0.0
H 1.578411 -4.819783 0.944459 0.0 0.0 0.0
H 2.816358 -4.769982 2.204985 0.0 0.0 0.0
H 3.212486 -4.231568 0.569932 0.0 0.0 0.0
C -5.471684 1.070164 -0.793685 0.0 0.0 0.0
Si -4.556602 -0.488188 -0.350654 0.1 -0.1 0.0
C -4.817742 -0.893841 1.446069 0.0 0.0 0.0
C -5.005997 -1.892056 -1.484109 0.0 0.0 0.0
C -2.750302 -0.005854 -0.651224 -0.1 0.4 -0.3
C -2.103638 0.936756 -1.104801 0.1 0.1 0.1
H -6.549437 0.908182 -0.717952 0.0 0.0 0.0
H -5.255267 1.384071 -1.816200 0.0 0.0 0.0
H -5.209860 1.885462 -0.117000 0.0 0.0 0.0
H -5.888265 -1.026827 1.621294 0.0 0.0 0.0
H -4.478067 -0.080260 2.090000 0.0 0.0 0.0
H -4.326059 -1.812493 1.760638 0.0 0.0 0.0
H -6.077966 -2.090946 -1.418701 0.0 0.0 0.0
H -4.485444 -2.816203 -1.229549 0.0 0.0 0.0
H -4.774638 -1.647163 -2.521854 0.0 0.0 0.0